[1]
DFT (the ωB97M-V functional and the def2-TZVPD basis) results for an isolated ion of composition C5H10IN4O and charge +1 at a distorted geometry.

Results
ΔE to the lowest compared entry with this formula, charge and spin, eV: 3.9102
LUMO, eV: -5.374
Net charge: +1
Frontier orbital gap, eV: 7.739

Each line ends with the Löwdin charge.
Element x y z (Å)
C1 0.68 1.68 -0.02  -0.361
C2 -1.89 0.33 0.79  -0.646
C3 -0.02 -0.53 0.11  -0.317
C4 -0.41 -1.82 -0.70  -0.043
C5 0.51 -0.90 1.47  -0.073
N1 -0.46 2.09 0.44  0.145
N2 -1.58 1.52 0.44  -0.012
N3 0.75 0.38 -0.59  -0.048
N4 0.84 0.40 -1.96  0.161
O1 1.69 2.49 -0.32  0.153
I1 -3.71 -0.45 0.01  0.899
H1 -1.67 -0.20 1.77  0.094
H2 -1.21 -2.45 -0.35  0.054
H3 0.61 -2.43 -0.83  0.149
H4 -0.69 -1.37 -1.72  0.094
H5 0.81 -0.11 2.16  0.086
H6 1.52 -1.45 1.39  0.124
H7 -0.01 -1.69 2.17  0.144
H8 1.61 3.30 0.19  0.148
H9 1.56 -0.17 -2.33  0.114
H10 1.09 1.39 -2.11  0.134

***

[2]
DFT (the ωB97M-V functional and the def2-TZVPD basis) results for a 2-piece molecular cluster, C3H10NOS overall.

Results
ΔE to the lowest compared entry with this formula, charge and spin, eV: 0.5171
LUMO, eV: 4.008
Net charge: -1
Frontier orbital gap, eV: 6.693

Each line ends with the Löwdin charge.
Element x y z (Å)
C1 -0.29 0.53 -0.46  -0.333
C2 -0.26 -0.70 0.45  -0.802
S1 0.62 -0.45 2.01  0.181
C3 1.08 1.01 -0.93  -0.331
N1 0.96 1.73 -2.18  -0.034
H1 -0.81 1.31 0.11  0.092
H2 -0.92 0.30 -1.34  0.093
H3 0.20 -1.53 -0.10  0.037
H4 -1.30 -1.00 0.58  0.033
H5 1.72 0.12 -1.05  0.102
H6 1.49 1.60 -0.12  0.077
H7 1.77 2.13 -2.63  0.040
H8 0.06 2.11 -2.37  0.039
H9 -1.22 -2.72 2.02  -0.013
H10 -1.37 -1.80 3.16  -0.037
O1 -1.74 -2.64 2.83  -0.145

***

[3]
DFT (the ωB97M-V functional and the def2-TZVPD basis) results for C5H10O as an isolated structure at a distorted geometry.

Results
ΔE to the lowest compared entry with this formula, charge and spin, eV: 1.6264
LUMO, eV: 1.121
Frontier orbital gap, eV: 10.689

Each line ends with the Löwdin charge.
Element x y z (Å)
C1 2.23 -0.13 -0.27  -0.096
C2 1.04 0.58 0.37  -0.232
C3 -0.31 0.44 -0.27  -0.259
C4 -1.10 -0.87 -0.24  -0.109
C5 -2.21 0.01 0.39  -0.238
O1 -1.32 1.03 0.82  -0.117
H1 2.09 -1.21 -0.30  0.071
H2 2.43 0.23 -1.29  0.072
H3 3.13 0.07 0.33  0.073
H4 0.86 0.21 1.38  0.118
H5 1.21 1.66 0.43  0.119
H6 -0.38 0.93 -1.27  0.154
H7 -0.62 -1.60 0.42  0.113
H8 -1.38 -1.33 -1.19  0.107
H9 -2.88 -0.41 1.14  0.115
H10 -2.80 0.39 -0.45  0.108

***

[4]
DFT (the ωB97M-V functional and the def2-TZVPD basis) results for CH3O3PS as an isolated structure at a distorted geometry.

Results
ΔE to the lowest compared entry with this formula, charge and spin, eV: 2.6241
LUMO (alpha / beta), eV: -0.645 / -0.643
Frontier orbital gap (alpha / beta), eV: 8.638 / 8.639

Each line ends with the Löwdin charge.
Element x y z (Å)
C1 0.41 1.06 0.71  0.033
O1 -2.45 -1.29 0.16  -0.441
O2 -0.04 -1.32 -0.51  -0.752
O3 1.73 0.00 -1.88  -0.489
P1 -1.24 -2.06 0.24  0.751
S1 0.36 0.02 -1.47  0.947
H1 -0.19 0.46 1.28  -0.032
H2 1.39 1.08 0.88  -0.028
H3 0.04 2.04 0.58  0.011